## one
ORCA calculation (wB97M-V/def2-TZVPD) on one molecule with the formula C3H2N2OS2.

Cartesian coordinates (Å):
H1 0.35 -2.37 1.55
C1 0.57 -1.50 0.84
H2 -1.73 1.75 -0.21
S1 -0.76 1.75 -1.23
N1 1.43 0.33 -0.90
S2 -1.79 -0.17 1.34
N2 1.75 -1.70 0.32
C2 0.20 0.41 -0.47
O1 2.18 -0.75 -0.60
C3 -0.37 -0.42 0.58

Output
Highest occupied orbital energy, eV: -9.550
LUMO level, eV: -1.8
2S+1: 1
SMILES: S=c1cnonc1S

Here are the Löwdin charges for atoms 1 to 8, given in e: atom 1 (H): 0.1403, atom 2 (C): -0.1479, atom 3 (H): -0.1486, atom 4 (S): 0.7608, atom 5 (N): 0.0520, atom 6 (S): 0.7636, atom 7 (N): 0.1058, atom 8 (C): -0.6632

***

## two
ORCA calculation (wB97M-V/def2-TZVPD) on one molecule with the formula C3H2N2OS2.

Cartesian coordinates (Å):
N1 1.05 -0.90 0.04
C1 0.32 0.19 0.01
H1 0.83 -1.91 0.42
N2 -2.93 1.91 0.13
C2 -2.09 1.11 0.02
C3 -1.17 -0.04 -0.04
S1 -1.97 -1.46 -0.18
H2 2.59 0.15 -0.27
O1 2.44 -0.81 0.05
S2 0.93 1.76 -0.19

Output
Highest occupied orbital energy, eV: -9.614
LUMO level, eV: -2.6
2S+1: 1
SMILES: N#CC(=S)C(=S)NO

Here are the Löwdin charges for atoms 1 to 8, given in e: atom 1 (N): -0.0804, atom 2 (C): -0.8171, atom 3 (H): 0.2088, atom 4 (N): 0.1782, atom 5 (C): -0.3213, atom 6 (C): -0.7307, atom 7 (S): 0.8341, atom 8 (H): 0.0535

***

Last place for stability: one

***

## one
ORCA calculation (wB97M-V/def2-TZVPD) on a 2-piece molecular cluster, C6H10N2O3 overall.

Cartesian coordinates (Å):
N1 -2.80 -1.46 -0.45
C1 0.86 2.07 0.17
H1 -0.80 -2.84 0.49
H2 -3.76 -1.50 -0.66
O1 0.22 -1.61 1.51
H3 2.70 -0.41 1.74
O2 -0.64 -3.20 -0.33
C2 1.32 1.35 1.30
H4 -2.33 -2.24 -0.80
H5 0.46 1.30 1.93
C3 0.85 -3.05 -2.18
H6 0.81 3.11 0.23
C4 0.96 -1.10 0.72
N2 1.32 -3.35 -3.18
H7 -2.42 -0.55 -0.93
C5 1.99 -0.03 0.96
H8 2.11 1.92 1.93
C6 0.39 -2.66 -0.97
H9 2.53 0.05 0.08
O3 1.06 -1.50 -0.55
H10 0.51 1.42 -0.68

Output
Highest occupied orbital energy, eV: -5.892
LUMO level, eV: -2.9
2S+1: 1

Here are the Löwdin charges for atoms 1 to 8, given in e: atom 1 (N): 0.0342, atom 2 (C): 0.0662, atom 3 (H): 0.0460, atom 4 (H): -0.0163, atom 5 (O): 0.1281, atom 6 (H): 0.1516, atom 7 (O): 0.1211, atom 8 (C): -0.2933

***

## two
ORCA calculation (wB97M-V/def2-TZVPD) on one molecule with the formula C6H10N2O3.

Cartesian coordinates (Å):
H1 0.80 2.51 -1.29
H2 -0.77 -1.98 1.96
H3 -0.01 3.18 0.07
C1 0.61 -1.60 -1.98
C2 2.62 -0.21 -0.14
H4 -0.68 1.74 -0.74
H5 0.96 -1.19 -3.01
H6 -0.25 -2.31 -2.11
C3 0.25 2.27 -0.46
O1 0.76 -1.12 1.07
N1 3.13 0.98 0.46
H7 -1.04 -1.69 0.38
H8 0.36 1.37 1.46
O2 0.29 -0.44 -1.17
H9 1.46 -2.24 -1.55
C4 -0.61 -1.29 1.26
H10 -1.12 -0.38 1.43
C5 1.03 -0.20 0.05
C6 0.91 1.27 0.51
N2 2.25 1.78 0.70
O3 3.21 -1.05 -0.76

Output
Highest occupied orbital energy, eV: -9.224
LUMO level, eV: -0.6
2S+1: 1
SMILES: COC1(OC)C(=O)N=N[C@H]1C

Here are the Löwdin charges for atoms 1 to 8, given in e: atom 1 (H): 0.0551, atom 2 (H): 0.0633, atom 3 (H): 0.0806, atom 4 (C): -0.0679, atom 5 (C): -0.2885, atom 6 (H): 0.0927, atom 7 (H): 0.1163, atom 8 (H): 0.0886

***

Last place for stability: one

***

## one
ORCA calculation (wB97M-V/def2-TZVPD) on one molecule with the formula C5H10O3.

Cartesian coordinates (Å):
H1 -0.09 3.49 1.08
H2 1.19 -2.18 1.23
H3 0.24 -0.35 -1.79
C1 -0.68 -0.16 -1.20
C2 -0.57 -2.00 0.15
O1 1.00 -0.14 0.48
H4 1.56 2.85 1.10
C3 0.47 2.60 1.02
H5 0.27 1.94 1.88
C4 -0.14 0.52 -0.01
H6 1.56 -1.88 -0.59
H7 -0.55 -3.03 -0.21
H8 -1.16 -2.00 1.09
C5 0.95 -1.52 0.33
H9 -0.92 0.45 0.68
O2 0.19 1.88 -0.20
O3 -1.32 -1.31 -0.82
H10 -1.30 0.61 -1.75

Output
Highest occupied orbital energy, eV: -9.608
LUMO level, eV: 1.0
2S+1: 1
SMILES: CO[C@H]1COCCO1

Here are the Löwdin charges for atoms 1 to 8, given in e: atom 1 (H): 0.0673, atom 2 (H): 0.1394, atom 3 (H): 0.1429, atom 4 (C): -0.1835, atom 5 (C): -0.1694, atom 6 (O): -0.0612, atom 7 (H): 0.1000, atom 8 (C): -0.0555

***

## two
ORCA calculation (wB97M-V/def2-TZVPD) on a 2-piece molecular cluster, C5H10O3 overall.

Cartesian coordinates (Å):
H1 -1.24 -2.56 0.11
H2 -0.92 1.06 1.53
O1 1.50 -0.87 -0.78
C1 -1.20 -1.94 -0.79
H3 1.48 1.47 -1.28
O2 -2.20 -0.07 0.42
H4 1.50 1.00 1.78
H5 2.24 2.52 -0.07
H6 -2.08 -2.16 -1.41
H7 -0.30 -2.19 -1.35
C2 -1.21 -0.48 -0.45
C3 -0.93 0.07 1.07
C4 1.39 1.87 -0.27
H8 0.47 2.46 -0.23
C5 1.36 0.76 0.73
H9 -0.73 -0.73 1.77
H10 -0.96 0.22 -1.24
O3 1.81 -0.42 0.46

Output
Highest occupied orbital energy (spin up / spin down), eV: -8.851 / -8.854
LUMO level (spin up / spin down), eV: -0.2 / -0.2
2S+1: 1

Here are the Löwdin charges for atoms 1 to 8, given in e: atom 1 (H): 0.0900, atom 2 (H): 0.1086, atom 3 (O): -0.1755, atom 4 (C): -0.0417, atom 5 (H): 0.0837, atom 6 (O): -0.0754, atom 7 (H): 0.1396, atom 8 (H): 0.0917

***

## three
ORCA calculation (wB97M-V/def2-TZVPD) on a 2-piece molecular cluster, C5H10O3 overall.

Cartesian coordinates (Å):
H1 -0.59 1.39 -2.15
H2 -1.32 -0.82 2.76
O1 5.03 4.98 -0.96
H3 -1.58 -2.95 -0.63
C1 -0.21 1.31 -1.14
H4 5.33 4.39 -1.66
O2 -0.79 -1.19 2.03
H5 -0.99 -1.03 -1.97
H6 0.43 -1.49 -1.91
C2 -0.83 -2.25 -0.13
H7 -0.01 -2.83 0.31
C3 -1.64 -1.67 1.08
H8 0.10 2.28 -0.75
O3 -2.82 -1.66 1.20
C4 -0.29 -1.22 -1.14
H9 4.50 5.68 -1.34
C5 0.03 0.14 -0.59
H10 0.25 0.15 0.53

Output
Highest occupied orbital energy, eV: -9.628
LUMO level, eV: 0.8
2S+1: 1
SMILES: C=CCCC(=O)O.O

Here are the Löwdin charges for atoms 1 to 8, given in e: atom 1 (H): 0.0505, atom 2 (H): 0.1311, atom 3 (O): -0.0612, atom 4 (H): 0.1333, atom 5 (C): -0.0116, atom 6 (H): 0.0300, atom 7 (O): 0.0740, atom 8 (H): 0.1116

***

Last place for stability: two